{
  "formula": "C31H35MnN7O4S",
  "method": "ωB97M-V with the def2-TZVPD basis set",
  "energy_ev": -93476.5110,
  "charge": 2,
  "de_lowest_ev": 0.578,
  "multiplicity": 2,
  "homo_lumo_gap_ha": [0.1615, 0.1644],
  "lumo_energy_ha": [-0.3309, -0.3279],
  "symbols": ["Mn", "N", "C", "C", "N", "C", "C", "N", "C", "C", "N", "H", "H", "H", "H", "H", "H", "C", "C", "C", "C", "C", "C", "C", "C", "C", "C", "N", "C", "C", "C", "C", "C", "N", "H", "H", "H", "H", "H", "H", "H", "H", "H", "H", "H", "H", "H", "H", "H", "H", "H", "C", "C", "C", "C", "C", "C", "C", "S", "O", "O", "N", "C", "C", "C", "O", "O", "H", "H", "H", "H", "H", "H", "H", "H", "H", "H", "H", "H"],
  "positions_angstrom": [[1.8302, 1.0898, 0.5116], [5.6368, 2.5978, 0.2434], [6.1032, 1.3026, 0.2261], [5.0054, 0.5001, 0.2844], [3.8793, 1.2909, 0.3347], [4.2980, 2.5428, 0.3049], [3.2694, 3.5595, 0.3379], [2.0219, 3.1276, 0.3628], [1.2132, 4.2448, 0.3895], [1.9970, 5.3525, 0.3786], [3.3014, 4.8982, 0.3472], [6.2136, 3.4227, 0.1963], [7.1521, 1.0697, 0.1716], [4.9593, -0.5712, 0.3187], [0.1386, 4.1812, 0.3936], [1.7536, 6.4005, 0.3891], [4.1195, 5.4871, 0.3322], [-3.1155, 0.0328, 2.0260], [-3.1882, 1.3649, 1.2706], [-2.4617, 1.3436, -0.0622], [-3.2874, 1.3265, -1.1660], [-2.7982, 1.3055, -2.4666], [-1.4357, 1.2666, -2.6919], [-0.5396, 1.2236, -1.6412], [0.9062, 1.1438, -2.0731], [1.2237, -0.0482, -2.9790], [-1.0358, 1.2868, -0.2951], [-0.0901, 1.2691, 0.7128], [-0.4007, 1.4665, 2.0407], [0.6063, 1.3726, 2.9351], [0.6663, 1.3917, 4.3877], [1.9436, 1.1092, 4.6965], [2.6710, 0.9351, 3.4300], [1.8751, 1.1145, 2.4220], [-3.6074, 0.1165, 2.9949], [-2.0950, -0.3215, 2.1910], [-3.6238, -0.7410, 1.4543], [-2.8855, 2.2117, 1.8861], [-4.2338, 1.5704, 1.0503], [-4.3572, 1.3458, -1.0070], [-3.4859, 1.3189, -3.3027], [-1.0625, 1.2627, -3.7073], [1.6162, 1.0533, -1.2543], [1.1791, 2.0854, -2.5556], [0.8649, -0.9812, -2.5436], [2.3004, -0.1186, -3.1341], [0.7625, 0.0785, -3.9571], [-1.3934, 1.6821, 2.3814], [-0.1573, 1.5683, 5.0615], [2.3736, 1.0031, 5.6805], [3.7078, 0.6659, 3.2893], [-6.2348, -2.2971, -1.5548], [-4.7980, -2.7057, -1.3546], [-3.8792, -2.6053, -2.3997], [-2.5730, -3.0368, -2.2467], [-2.1755, -3.5589, -1.0195], [-3.0636, -3.6575, 0.0418], [-4.3721, -3.2294, -0.1378], [-0.5651, -4.2229, -0.8566], [-0.3005, -5.0869, -1.9673], [-0.4110, -4.7217, 0.4857], [0.3906, -2.8832, -1.0921], [1.8256, -3.1989, -0.9263], [2.3836, -3.0419, 0.4813], [2.5412, -1.6318, 0.9758], [3.2745, -1.3347, 1.8933], [1.8016, -0.7245, 0.3208], [-6.3284, -1.5105, -2.3034], [-6.6853, -1.9519, -0.6248], [-6.8255, -3.1460, -1.9042], [-4.2074, -2.2222, -3.3593], [-1.8739, -3.0048, -3.0730], [-2.7345, -4.0905, 0.9768], [-5.0820, -3.3281, 0.6753], [0.0657, -2.1249, -0.4998], [2.3921, -2.5831, -1.6250], [1.9678, -4.2322, -1.2421], [3.3775, -3.4882, 0.5446], [1.7554, -3.5818, 1.1952]],
  "forces_ev_per_a": [[-1.671, 0.304, 0.004], [0.119, -0.039, -0.037], [-0.042, 0.063, -0.022], [-0.093, 0.109, 0.009], [0.085, -0.252, -0.019], [-0.002, 0.141, 0.011], [0.164, 0.067, -0.033], [-0.078, -0.096, 0.049], [0.017, -0.110, -0.054], [0.106, -0.025, 0.004], [-0.060, 0.126, -0.006], [0.000, -0.007, 0.007], [-0.008, 0.022, 0.009], [-0.014, -0.035, 0.004], [0.016, -0.012, 0.030], [0.024, -0.014, -0.008], [-0.008, 0.001, -0.004], [-0.012, -0.055, 0.004], [-0.050, -0.117, -0.095], [0.066, 0.092, -0.020], [-0.045, 0.012, -0.079], [0.004, -0.026, 0.034], [-0.087, -0.018, -0.056], [-0.055, -0.054, 0.010], [-0.203, -0.010, 0.117], [-0.046, 0.011, -0.068], [-0.035, -0.031, 0.105], [1.265, -0.125, -0.138], [-0.147, 0.113, 0.177], [-0.238, 0.016, 0.025], [-0.053, 0.043, -0.202], [0.330, -0.101, -0.044], [0.052, -0.057, 0.313], [0.183, 0.097, 0.288], [0.000, -0.005, -0.008], [-0.069, -0.001, -0.006], [-0.034, -0.051, -0.047], [-0.070, 0.065, -0.028], [-0.025, -0.028, -0.012], [-0.003, -0.006, -0.028], [0.007, 0.011, 0.020], [-0.022, -0.017, 0.023], [0.413, 0.029, -0.063], [0.025, 0.007, 0.000], [0.003, 0.043, -0.009], [-0.015, 0.016, 0.000], [0.000, -0.031, 0.015], [0.124, -0.016, -0.078], [-0.006, -0.001, -0.051], [0.035, -0.006, -0.061], [-0.020, 0.024, 0.062], [0.083, -0.035, 0.012], [-0.141, 0.096, 0.000], [0.058, -0.004, -0.081], [-0.067, -0.004, 0.041], [-0.114, 0.219, -0.019], [-0.036, 0.054, -0.079], [0.018, -0.015, 0.090], [-0.118, -0.485, -0.105], [0.101, -0.013, 0.145], [0.035, 0.123, -0.070], [0.123, 0.081, 0.168], [-0.026, 0.108, -0.116], [-0.070, -0.096, 0.010], [-0.275, 0.161, -0.088], [0.073, 0.080, 0.014], [0.327, -0.264, 0.004], [0.018, -0.001, 0.007], [0.011, 0.001, 0.001], [0.020, -0.012, 0.001], [0.014, 0.006, 0.013], [-0.007, -0.010, 0.013], [-0.002, -0.006, -0.001], [0.013, -0.002, -0.001], [0.193, -0.022, 0.086], [-0.003, 0.046, -0.051], [-0.026, 0.015, -0.054], [-0.043, -0.085, -0.002], [0.011, 0.001, 0.022]],
  "lowdin_charge": [0.721, 0.150, -0.012, -0.048, 0.062, -0.235, -0.223, 0.038, -0.061, -0.019, 0.157, 0.178, 0.137, 0.120, 0.121, 0.136, 0.180, -0.056, -0.197, -0.102, -0.005, 0.013, -0.008, -0.105, -0.176, -0.040, -0.107, 0.076, -0.003, -0.195, 0.051, 0.032, 0.005, 0.009, 0.094, 0.070, 0.075, 0.107, 0.118, 0.129, 0.132, 0.130, 0.031, 0.142, 0.064, 0.094, 0.086, 0.097, 0.134, 0.127, 0.136, -0.037, -0.263, -0.035, -0.048, -0.299, -0.043, -0.037, 0.642, -0.262, -0.285, -0.140, -0.208, -0.067, -0.536, 0.064, -0.130, 0.077, 0.080, 0.096, 0.119, 0.120, 0.116, 0.122, 0.088, 0.112, 0.124, 0.140, 0.131]
}